Entry 1:
Below is a structure of composition C4H8O, with properties calculated with ωB97M-V/def2-TZVPD.

Geometry (Å):
C: 0.043 -1.072 1.339
C: 0.783 -0.260 0.273
C: -0.143 0.156 -0.840
C: -0.965 1.374 -0.720
O: 0.331 1.114 -1.770
H: 0.720 -1.376 2.144
H: -0.768 -0.483 1.784
H: -0.398 -1.983 0.914
H: 1.610 -0.841 -0.152
H: 1.211 0.646 0.719
H: -0.565 -0.672 -1.416
H: -1.895 1.327 -1.318
H: 0.035 2.070 -0.958

As for the multiplicity: 1. The value obtained for the HOMO energy is -9.71 eV. Its energy relative to the best compared isomer or geometry (same formula, charge and spin) is 4.093 eV. The calculation puts the molar mass at 72.1 g mol⁻¹.

---

Entry 2:
Below is an isolated molecule of C7H9F, with properties calculated with ωB97M-V/def2-TZVPD.

Geometry (Å):
C: -2.541 -1.964 0.058
C: -1.977 -0.896 0.082
C: 1.429 0.063 -0.089
C: 0.274 0.120 -0.690
C: 2.701 -0.306 -0.827
C: -1.160 1.150 1.334
C: -1.060 0.421 -0.048
F: -1.822 1.268 -0.960
H: -3.183 -2.824 0.002
H: 1.591 0.285 0.901
H: 0.352 -0.394 -1.626
H: 2.594 -0.985 -1.670
H: 3.405 -0.749 -0.025
H: 3.139 0.526 -1.265
H: -0.529 0.816 2.013
H: -1.040 2.284 1.199
H: -2.173 1.187 1.612

The SMILES is C#C[C@](C)(F)/C=C/C. As for the multiplicity: 1. The value obtained for the HOMO energy is -9.95 eV. Its energy relative to the best compared isomer or geometry (same formula, charge and spin) is 2.817 eV. The calculation puts the molar mass at 112.1 g mol⁻¹.

---

Entry 3:
Below is a structure of composition CH5IOSi, with properties calculated with ωB97M-V/def2-TZVPD.

Geometry (Å):
C: -0.323 -1.380 0.761
O: 0.060 1.174 0.174
Si: -0.489 2.558 0.194
I: -2.954 -0.537 -0.072
H: -0.339 -2.401 1.101
H: -0.105 -0.697 1.608
H: 0.327 -1.075 -0.029
H: -0.231 3.773 -0.738
H: -1.025 3.063 1.456

As for the multiplicity: 1. The value obtained for the HOMO energy (spin up / spin down) is -9.07 / -9.06 eV. Its energy relative to the best compared isomer or geometry (same formula, charge and spin) is 5.076 eV. The calculation puts the molar mass at 188.0 g mol⁻¹.

---

Entry 4:
Below is an isolated molecule of C5H9NO, with properties calculated with ωB97M-V/def2-TZVPD.

Geometry (Å):
C: -1.886 -0.459 0.094
C: -1.131 0.669 0.749
N: 0.010 0.378 1.620
C: 0.241 1.044 0.333
C: 0.972 0.319 -0.789
C: 2.113 -0.535 -0.487
O: 0.938 -1.183 -0.901
H: -2.476 -0.095 -0.754
H: -2.574 -0.905 0.819
H: -1.206 -1.236 -0.267
H: -1.764 1.470 1.131
H: 0.237 -0.615 1.542
H: 0.517 2.095 0.487
H: 0.737 0.306 -1.842
H: 3.007 -0.552 -1.103
H: 2.253 -0.782 0.560

The SMILES is C[C@H]1N[C@H]1[C@H]1CO1. As for the multiplicity: 1. The value obtained for the HOMO energy is -9.46 eV. Its energy relative to the best compared isomer or geometry (same formula, charge and spin) is 3.799 eV. The calculation puts the molar mass at 99.1 g mol⁻¹.

---

Here are the calculated largest force on an atom numbers, same order: 2.05 6.31 2.70 2.55 (eV Å⁻¹).
Here are the calculated E numbers, same order: -6321.075 -10118.614 -19140.907 -8865.413 (eV).